This record from OMol25 describes a 4-piece molecular cluster, C48H108F2NO4P3S2 overall. The level of theory is the ωB97M-V functional and the def2-TZVPD basis.

Calculated values
gap between HOMO and LUMO = 10.502 eV
2S+1 = 1
net charge = +2
HOMO level = -13.64 eV
maximum force = 3.96 eV/Å
relative energy (zero: lowest compared OMol25 entry of this formula, charge and spin) = 164.48 kJ/mol

Last column: Mulliken charge in e.
Positions of all 168 atoms, in Å:
S (-18.99033, 25.54471, -4.07550)  0.9520
S (-20.24951, 23.88083, -2.75752)  0.8064
P (-12.08614, 21.42629, -7.93204)  1.4322
P (-17.44302, 25.50992, 0.84442)  1.1252
P (-23.02759, 27.41166, -3.10129)  0.2614
F (-19.17888, 27.12046, -4.23091)  -0.3196
F (-20.80921, 23.82753, -1.24663)  -0.3013
O (-21.33771, 23.31371, -3.47367)  -0.6839
O (-19.33384, 25.05821, -5.38456)  -0.7180
O (-18.97764, 23.17668, -2.71207)  -0.4513
O (-17.64204, 25.41626, -3.66027)  -0.3284
N (-20.18589, 25.42383, -2.88528)  -0.2001
C (-8.53473, 24.78767, -7.73081)  -1.2116
C (-9.62045, 17.37122, -8.86754)  -1.1825
C (-20.13080, 25.66633, 1.85925)  0.4397
C (-22.60956, 25.44933, -7.33968)  -0.9792
C (-24.98761, 24.85767, -0.42845)  -0.4842
C (-13.11463, 22.09317, -9.28349)  -1.1816
C (-17.37013, 28.75691, -1.86470)  0.5212
C (-20.82087, 29.63227, -0.42662)  0.7962
C (-10.84350, 22.60246, -7.32910)  -1.1256
C (-24.34883, 29.64631, -4.25150)  -0.5389
C (-10.97580, 24.11396, -7.48261)  -0.4990
C (-24.56685, 25.36690, -1.79693)  -0.4540
C (-16.01409, 20.35581, -11.30196)  -1.4055
C (-14.70494, 27.47986, 4.34531)  -1.1193
C (-11.50435, 19.74875, -8.26447)  -1.3210
C (-24.02140, 26.22308, -5.36214)  -0.3811
C (-14.47517, 21.95387, -0.10310)  -1.3397
C (-22.72631, 26.55552, -4.63514)  -0.4777
C (-17.92617, 26.82083, -0.27451)  0.3592
C (-13.76366, 21.13520, -10.30342)  -0.7269
C (-15.30213, 21.15185, -10.24330)  -0.2010
C (-16.34232, 27.61093, 2.38204)  -0.1817
C (-16.11156, 22.88357, -4.71718)  -1.3079
C (-21.19532, 30.55906, 0.74114)  -1.5035
C (-14.12180, 23.31365, -0.66646)  -0.3602
C (-15.81229, 28.29422, 3.65080)  -0.9007
C (-10.51313, 17.53045, -7.63579)  -0.7041
C (-16.73404, 28.97914, -3.25077)  -1.6267
C (-13.19377, 21.14858, -6.51588)  -1.2907
C (-13.97892, 22.36849, -6.00673)  -0.6997
C (-16.38122, 24.31524, -0.00385)  -0.7561
C (-16.92106, 27.42875, -1.25085)  -0.8212
C (-25.60926, 29.78616, -5.10890)  -0.4959
C (-22.43170, 25.72575, 3.00373)  -1.3579
C (-14.89462, 21.94164, -4.84966)  -0.2550
C (-21.64169, 28.46155, -2.52516)  0.2595
C (-21.34255, 24.89062, 2.33605)  -0.2420
C (-16.71614, 26.13007, 2.42295)  -1.1996
C (-14.88113, 24.54022, -0.13572)  -0.2557
C (-9.81329, 24.91747, -6.89685)  -0.5598
C (-23.85599, 25.17184, -6.48611)  -0.8039
C (-24.52562, 28.49432, -3.22813)  -1.0367
C (-10.73605, 18.95423, -7.15862)  -0.4639
C (-23.38854, 26.34887, -1.70906)  -0.1977
C (-19.02535, 24.74896, 1.27831)  -1.5259
C (-22.00708, 29.40938, -1.34473)  -1.3078
C (-25.70942, 31.04636, -5.97138)  -1.4320
C (-25.65953, 25.87591, 0.50769)  -1.2182
H (-10.87329, 19.71476, -9.15340)  0.5077
H (-14.30087, 27.87406, 5.27018)  0.3909
H (-13.97120, 27.26010, 3.56507)  0.2894
H (-10.57493, 22.30670, -6.31241)  0.5222
H (-18.39246, 27.60428, 0.32751)  0.2565
H (-24.77545, 25.81172, -4.68757)  0.2199
H (-16.00061, 23.91976, -5.06322)  0.4050
H (-9.92228, 17.91746, -9.75646)  0.3249
H (-21.70047, 25.30933, -6.75751)  0.1094
H (-14.52656, 22.81681, -6.83785)  0.4024
H (-15.58897, 22.20613, -10.22089)  0.3334
H (-13.07722, 23.59105, -0.46660)  0.4202
H (-14.43571, 24.83392, 0.81949)  0.3145
H (-16.70760, 28.31356, 4.28701)  0.3607
H (-26.55856, 26.28077, 0.03382)  0.3443
H (-25.71217, 28.88442, -5.71665)  0.2630
H (-9.33391, 16.33156, -9.01140)  0.3701
H (-22.44485, 25.83252, -1.48179)  -0.0610
H (-25.44895, 25.89167, -2.17634)  0.2314
H (-11.92779, 24.41597, -7.02736)  0.2993
H (-9.64091, 24.57073, -5.87831)  0.3310
H (-20.02740, 30.16752, -0.95222)  0.2039
H (-8.64709, 17.82139, -8.62175)  0.3224
H (-18.45423, 28.75438, -2.03898)  -0.6343
H (-21.10277, 24.04989, 2.99212)  0.4728
H (-21.37373, 29.10670, -3.36473)  0.9470
H (-26.05377, 25.39238, 1.40264)  0.4053
H (-20.83202, 27.76124, -2.32145)  -0.8893
H (-26.48596, 29.80695, -4.45175)  0.3745
H (-20.48315, 30.35801, 1.54043)  0.4044
H (-13.27368, 23.14101, -5.68959)  0.1609
H (-26.43321, 30.81339, -6.75349)  0.4041
H (-24.20500, 30.63470, -3.81345)  0.4243
H (-19.39515, 24.23651, 0.38060)  0.1804
H (-14.57143, 21.90923, 0.98605)  0.3662
H (-24.75459, 25.16249, -7.10287)  0.4753
H (-14.02575, 23.27323, -1.75640)  0.1728
H (-15.81692, 25.53785, 2.60727)  0.7134
H (-22.01474, 25.75746, -4.40944)  0.2954
H (-18.87824, 23.86358, 1.90722)  0.8630
H (-25.51479, 28.04970, -3.29353)  0.6234
H (-15.50808, 21.74503, -0.41163)  0.3087
H (-15.64906, 27.88985, 1.57799)  0.2638
H (-9.83273, 19.53458, -6.96974)  0.3710
H (-22.14000, 27.27133, -5.22338)  0.9836
H (-17.05640, 20.66411, -11.36921)  0.3751
H (-16.64805, 26.81722, -2.10616)  0.0305
H (-23.84229, 24.21453, -5.95916)  0.3698
H (-7.81311, 25.51663, -7.36189)  0.3796
H (-15.14878, 26.50497, 4.56693)  0.2639
H (-13.89130, 21.09905, -0.43209)  0.3969
H (-24.49775, 29.02412, -2.26857)  0.6528
H (-26.03296, 31.96412, -5.48319)  0.3433
H (-17.29379, 29.66299, -1.25955)  0.5189
H (-12.44732, 22.72906, -9.87803)  0.5293
H (-12.40465, 19.19047, -8.53839)  0.6537
H (-22.83329, 29.01481, -0.74443)  0.5251
H (-24.76332, 31.28585, -6.46405)  0.3373
H (-16.01680, 27.64220, -0.67051)  0.6018
H (-22.38474, 30.37164, -1.69866)  0.3372
H (-15.63236, 20.75757, -9.27177)  0.2010
H (-12.47867, 20.88419, -5.73250)  0.5484
H (-11.15543, 24.34491, -8.53777)  0.3655
H (-24.39381, 27.13967, -5.82375)  0.0862
H (-11.47886, 17.06243, -7.84828)  0.3414
H (-23.52573, 29.40188, -4.93120)  0.4061
H (-17.08165, 22.63069, -5.14559)  0.4720
H (-10.13225, 25.95243, -7.01352)  0.3319
H (-14.62488, 25.35919, -0.81222)  0.1466
H (-15.65674, 29.08923, -3.07774)  0.4548
H (-23.42278, 26.97942, -0.81400)  0.2180
H (-21.36025, 31.59105, 0.44570)  0.3827
H (-14.33304, 21.89267, -3.92151)  0.2558
H (-15.98762, 19.26843, -11.22322)  0.3475
H (-16.70316, 28.11827, -3.92425)  0.2390
H (-13.87725, 20.37231, -6.86217)  0.5950
H (-25.70410, 24.03775, -0.49661)  0.4730
H (-17.19554, 29.79110, -3.80558)  0.4171
H (-16.47548, 23.37158, 0.53767)  0.7718
H (-13.81095, 22.83429, -8.88843)  0.6812
H (-15.42328, 21.01840, -5.09096)  0.3640
H (-10.07464, 16.99685, -6.79052)  0.3951
H (-17.19283, 28.26248, 2.14492)  0.0291
H (-19.63675, 26.19210, 2.68098)  0.3727
H (-22.24463, 26.06329, 4.02492)  0.3771
H (-16.32949, 23.11816, -3.67049)  0.0830
H (-13.38802, 20.10946, -10.28029)  0.1826
H (-20.50997, 28.63872, -0.10089)  -0.4707
H (-22.56752, 24.70866, -8.13921)  0.4397
H (-18.75751, 26.32295, -0.79218)  -0.2823
H (-24.98472, 26.66851, 0.83310)  0.1941
H (-24.34464, 24.51326, -2.43470)  0.4238
H (-17.41151, 25.87832, 3.22468)  0.7162
H (-20.47961, 26.36538, 1.09753)  -0.4596
H (-24.13350, 24.47224, 0.14049)  0.0196
H (-21.83734, 24.41713, 1.48163)  0.0263
H (-22.16962, 30.23375, 1.12639)  0.3479
H (-13.56886, 21.42308, -11.34077)  0.4967
H (-15.55624, 20.53472, -12.28297)  0.3357
H (-15.57050, 29.33937, 3.46953)  0.4496
H (-23.40531, 25.25011, 2.91058)  0.4156
H (-11.34598, 18.82638, -6.26246)  0.2447
H (-8.08981, 23.79387, -7.70214)  0.3286
H (-8.74478, 25.07863, -8.76178)  0.3053
H (-16.80743, 24.28718, -1.01420)  -0.0497
H (-22.55294, 26.70668, 2.51992)  0.2131
H (-9.99444, 22.39057, -7.99843)  0.4901
H (-22.72208, 26.43706, -7.78571)  0.2964